DFT (the ωB97M-V functional and the def2-TZVPD basis) results for one molecule with the formula C4H12N4O in a non-equilibrium geometry.

Output
Orbital gap (Eh): 0.284
Energy relative to the best compared isomer or geometry (same formula, charge and spin) (kcal per mole): 69.7
Max |F| (hartree/bohr): 0.02218
LUMO level (hartree): 0.016

Last columns: bonded neighbours and bond lengths (Å).
Atoms and positions in Å:
1 C -1.742 1.083 -0.010  C2 1.518, H10 1.091, H11 1.093, H12 1.093
2 C -0.546 0.263 -0.459  C1 1.518, C4 1.498, O5 1.394, C13 1.750
3 N 1.400 0.879 -1.760  C4 1.327, H7 1.007, H8 1.016
4 C 0.683 1.094 -0.664  C2 1.498, N3 1.327, H9 1.082
5 O -0.843 -0.520 -1.574  C2 1.394, H6 1.032
6 H -0.583 -1.450 -1.211  O5 1.032
7 H 2.176 1.464 -2.019  N3 1.007
8 H 1.073 0.124 -2.355  N3 1.016
9 H 0.817 2.043 -0.161  C4 1.082
10 H -2.581 0.415 0.193  C1 1.091
11 H -1.525 1.664 0.890  C1 1.093
12 H -2.059 1.768 -0.800  C1 1.093
13 C 0.128 -0.862 0.699  C2 1.750, N14 1.441, N15 1.511, N16 1.371
14 N -0.664 -0.980 1.898  C13 1.441, H17 1.012, H18 1.014
15 N 1.364 -0.043 0.989  C13 1.511, H19 1.017, H20 1.018
16 N 0.362 -2.056 0.066  C13 1.371, H21 1.021
17 H -1.648 -0.823 1.724  N14 1.012
18 H -0.543 -1.924 2.249  N14 1.014
19 H 1.269 0.458 1.868  N15 1.017
20 H 2.219 -0.584 0.885  N15 1.018
21 H 1.242 -2.013 -0.448  N16 1.021